Computed, not measured: a cluster of 2 separate species, C4H12 in total, with ωB97M-V/def2-TZVPD.

Values from the calculation:
Electronic energy, Ha: -159.5587
Molecular weight, g/mol: 60.14
Maximum force, hartree/bohr: 0.073
Frontier orbital gap, eV: 12.78
Structure (SMILES): CC.CC

Geometry (Å):
1 C 1.2338 -2.1326 -0.9671
2 C -0.1112 -2.4457 -0.2987
3 H 1.1254 -2.3853 -2.0260
4 H 1.4405 -1.0125 -0.8020
5 H 1.9707 -2.6869 -0.5332
6 H -0.8572 -1.7811 -0.6484
7 H -0.4453 -3.5037 -0.4825
8 H -0.0650 -2.2862 0.8349
9 C -0.8039 1.6947 1.0358
10 C -0.2650 2.8899 0.2322
11 H -0.9700 0.8599 0.3328
12 H 0.0487 1.4183 1.8328
13 H -1.7581 1.9410 1.4460
14 H 0.0216 3.7339 0.8422
15 H -1.0378 3.2931 -0.4582
16 H 0.4728 2.4032 -0.3406

---

Computed, not measured: a structure of composition C10H30O5, with ωB97M-V/def2-TZVPD.

Values from the calculation:
Electronic energy, Ha: -774.7867
Molecular weight, g/mol: 230.35
Maximum force, hartree/bohr: 0.277
Frontier orbital gap, eV: 7.76

Geometry (Å):
1 C -1.3279 0.4900 0.2833
2 C -0.3773 -0.3957 -0.5705
3 O 0.8327 -0.5521 0.0758
4 H -0.9701 1.5193 0.3101
5 H -1.3103 0.2372 1.3434
6 H -2.3649 0.5393 -0.0488
7 H -0.1806 0.1898 -1.4686
8 H -0.7807 -1.3864 -0.7804
9 H 1.1924 -1.3261 -0.3636
10 C -2.1853 1.0462 -2.5878
11 C -2.6447 1.9968 -3.7371
12 O -1.6405 2.4678 -4.5457
13 H -2.9318 0.7752 -1.8413
14 H -1.4451 1.5725 -1.9850
15 H -1.5842 0.1822 -2.8712
16 H -3.1470 2.8658 -3.3120
17 H -3.4346 1.5523 -4.3424
18 H -1.7145 3.4200 -4.6421
19 C 2.8799 -2.2216 -2.7380
20 C 2.0127 -1.3337 -1.9254
21 O 1.3307 -2.0872 -0.9478
22 H 3.7121 -2.5160 -2.0986
23 H 3.1608 -1.5812 -3.5740
24 H 2.3392 -3.0447 -3.2052
25 H 1.2500 -0.9841 -2.6211
26 H 2.6590 -0.5347 -1.5622
27 H 1.3638 -2.9905 -1.2713
28 C 1.9863 -1.7991 3.7170
29 C 2.1228 -0.8630 2.5355
30 O 0.8853 -0.2443 2.2104
31 H 2.9592 -2.1981 4.0039
32 H 1.3664 -2.6904 3.6201
33 H 1.7059 -1.3435 4.6668
34 H 2.2924 -1.4433 1.6286
35 H 2.9327 -0.1336 2.5170
36 H 0.8015 0.0636 1.3049
37 C -2.2136 1.8316 2.6068
38 C -0.8090 1.5171 2.8789
39 O -0.6885 0.1627 3.1644
40 H -2.8342 1.1455 3.1832
41 H -2.3696 1.5245 1.5727
42 H -2.4697 2.8885 2.6820
43 H -0.4432 2.0859 3.7338
44 H -0.1023 1.7496 2.0823
45 H 0.1839 -0.1544 2.9193

---

Computed, not measured: a cluster of 3 separate species, C21H32FN5O5S in total, with ωB97M-V/def2-TZVPD.

Values from the calculation:
Electronic energy, Ha: -1966.8756
Molecular weight, g/mol: 485.58
Maximum force, hartree/bohr: 0.185
Frontier orbital gap, eV: 6.72
Structure (SMILES): CC(=O)OC(=O)Cc1c(CCCN)c(CCF)cc2nsnc12.CN(C)C=O.CN(C)C=O

Geometry (Å):
1 C 0.8915 -2.4861 2.2560
2 C 0.3877 -3.2080 0.8340
3 O -0.4322 -4.2786 1.0148
4 O 0.8586 -2.7229 -0.4727
5 C -0.1897 -1.9826 -1.1992
6 O -1.4982 -2.1219 -0.8505
7 C 0.1229 -0.8987 -2.4336
8 C -1.1729 0.1581 -2.3926
9 C -1.4037 1.2385 -1.1396
10 C -0.3089 1.3133 0.0786
11 C 1.1613 1.7999 -0.5518
12 C 2.4317 0.9281 0.0642
13 N 2.9822 1.7913 1.2188
14 C -2.7577 2.2016 -1.1886
15 C -3.1573 3.2846 -0.0113
16 C -3.2632 2.5878 1.5049
17 F -2.3573 3.2815 2.4738
18 C -3.7706 2.0261 -2.4700
19 C -3.5622 0.9782 -3.7162
20 N -4.4459 0.7041 -4.9233
21 S -3.5543 -0.5559 -5.7862
22 N -2.1137 -0.8914 -4.8463
23 C -2.2222 0.0355 -3.6557
24 H 0.0167 -1.9673 2.8389
25 H 1.8058 -1.7898 2.0271
26 H 1.2803 -3.3959 2.9237
27 H 0.1694 -1.5041 -3.4506
28 H 1.1554 -0.3601 -2.3192
29 H -0.1417 0.2242 0.5072
30 H -0.5836 2.0410 0.9529
31 H 1.1331 1.7499 -1.7432
32 H 1.3821 2.9234 -0.2868
33 H 2.1033 -0.1253 0.4983
34 H 3.2735 0.7260 -0.7334
35 H 2.1226 2.1703 1.6954
36 H 3.3702 2.6398 0.7066
37 H -4.2737 3.6326 -0.2516
38 H -2.5135 4.2647 -0.0187
39 H -4.3696 2.5913 1.9220
40 H -2.8460 1.4899 1.3999
41 H -4.7404 2.6904 -2.4801
42 C -2.0584 -7.8381 -1.0994
43 N -1.3571 -8.3567 0.0562
44 C -0.5596 -7.4493 0.8553
45 C -1.4256 -9.6852 0.4178
46 O -0.8600 -10.1895 1.3795
47 H -1.3286 -7.4117 -1.7936
48 H -2.7533 -7.0600 -0.7713
49 H -2.6180 -8.6282 -1.6077
50 H 0.4768 -7.7996 0.8642
51 H -0.9404 -7.4497 1.8811
52 H -0.6023 -6.4358 0.4473
53 H -2.0582 -10.2842 -0.2577
54 C 3.3439 7.6672 2.3342
55 N 3.6461 6.3750 1.7554
56 C 5.0270 5.9421 1.6937
57 C 2.6611 5.5462 1.2622
58 O 2.8452 4.4443 0.7611
59 H 3.8608 8.4412 1.7599
60 H 3.6944 7.6810 3.3701
61 H 2.2686 7.8649 2.3163
62 H 5.2976 5.7625 0.6490
63 H 5.1320 5.0063 2.2508
64 H 5.6889 6.7007 2.1203
65 H 1.6494 5.9731 1.3592

---

Computed, not measured: a cluster of 2 separate species, C17H24N2O7P in total, with ωB97M-V/def2-TZVPD.

Values from the calculation:
Electronic energy, Ha: -1639.6040
Molecular weight, g/mol: 399.36
Maximum force, hartree/bohr: 0.023
Frontier orbital gap, eV: 5.87
Charge: +1

Geometry (Å):
1 C 4.3596 -1.3093 0.9115
2 C 3.6241 -0.5361 2.0063
3 C 2.1560 -0.9576 2.1358
4 C 1.1905 -0.1860 1.2994
5 N 1.6672 0.7336 0.4526
6 C 0.8954 1.5254 -0.3301
7 C 1.5961 2.5488 -1.1787
8 O 2.1173 3.6425 -0.4259
9 C 1.6199 3.8078 0.8509
10 C 0.3896 4.6396 1.0142
11 O 2.1837 3.3034 1.7618
12 C -0.4722 1.3889 -0.2908
13 C -1.0340 0.4215 0.5553
14 C -2.5296 0.3412 0.5347
15 O -3.1708 1.1980 1.0522
16 O -2.9750 -0.6688 -0.1685
17 C -4.4103 -0.7013 -0.3189
18 C -0.2120 -0.3531 1.3720
19 P -0.9490 -1.5262 2.5547
20 O -2.3768 -1.7368 2.3439
21 O -0.5949 -0.9257 3.9851
22 O -0.1058 -2.8485 2.4658
23 H 3.8912 -1.1483 -0.0594
24 H 5.3920 -0.9938 0.8449
25 H 4.3111 -2.3666 1.1402
26 H 4.1134 -0.7557 2.9481
27 H 3.7524 0.5367 1.8658
28 H 2.0833 -2.0103 1.8913
29 H 1.8550 -0.8283 3.1717
30 H 2.6684 0.8888 0.3913
31 H 0.9090 2.9274 -1.9278
32 H 2.4192 2.0654 -1.6986
33 H -0.3501 4.0114 1.5006
34 H -0.0113 4.9202 0.0469
35 H 0.5900 5.5022 1.6335
36 H -1.1047 2.0071 -0.9015
37 H -4.7788 0.2256 -0.7385
38 H -4.6506 -1.5119 -0.9934
39 H -4.8660 -0.9157 0.6383
40 H -0.6995 0.0358 3.9676
41 H -0.7181 -3.5982 2.5108
42 N -2.3481 -1.6996 -2.9707
43 C -1.4391 -0.9750 -3.6941
44 C -0.9689 -1.7735 -4.7027
45 C -1.6238 -3.0284 -4.5858
46 C -2.4687 -2.9500 -3.5107
47 H -2.8437 -1.3579 -2.1668
48 H -1.2082 0.0448 -3.4336
49 H -0.2415 -1.4902 -5.4445
50 H -1.4911 -3.8880 -5.2201
51 H -3.1417 -3.6752 -3.0864